# 1
Computed, not measured: C16H15ClEuSe as an isolated structure in a non-equilibrium geometry, with ωB97M-V/def2-TZVPD.

Computed properties:
**Highest occupied orbital energy (spin up / spin down)**: -0.163 / -0.184 eV
**E_tot**: -4190.645205 hartree
**HOMO-LUMO gap (spin up / spin down)**: 5.06 / 5.08 eV

Geometry as ORCA input:
```
! wB97M-V def2-TZVPD RIJCOSX def2/J DEFGRID3
* xyz -2 8
C 2.315 -1.444 0.293
C 2.556 -0.025 0.274
C 2.193 0.465 -1.009
H 2.954 0.567 1.108
C 1.708 -0.608 -1.808
C 1.757 -1.811 -1.012
H 1.405 -2.802 -1.309
H 2.396 -2.114 1.157
H 2.359 1.491 -1.366
H 1.377 -0.546 -2.848
Eu -0.133 -1.437 0.487
Cl -0.292 -1.080 2.962
C -2.143 1.667 0.488
C -1.917 1.748 -0.924
C -0.663 2.424 -1.132
H -2.520 1.250 -1.688
C -0.113 2.743 0.160
C -1.028 2.265 1.155
H -0.837 2.211 2.230
H -2.970 1.150 0.977
H -0.146 2.504 -2.085
H 0.903 3.098 0.355
Se -1.975 -2.188 -1.697
C -2.286 -3.005 -0.040
C -1.523 -4.130 0.342
C -1.889 -4.820 1.482
C -2.900 -4.386 2.332
C -3.502 -3.164 2.025
C -3.196 -2.449 0.888
H -0.750 -4.508 -0.333
H -1.375 -5.754 1.726
H -3.163 -4.937 3.241
H -4.266 -2.781 2.702
H -3.713 -1.519 0.644
*
```

---

# 2
Computed, not measured: C16H15ClSeTi as an isolated structure in a non-equilibrium geometry, with ωB97M-V/def2-TZVPD.

Computed properties:
**Highest occupied orbital energy (spin up / spin down)**: 1.661 / 0.005 eV
**E_tot**: -4329.769782 hartree
**HOMO-LUMO gap (spin up / spin down)**: 3.42 / 5.04 eV

Geometry as ORCA input:
```
! wB97M-V def2-TZVPD RIJCOSX def2/J DEFGRID3
* xyz -2 3
C 1.460 0.496 1.990
C 0.935 1.707 1.407
C 1.486 1.837 0.093
H 0.274 2.424 1.887
C 2.295 0.696 -0.172
C 2.290 -0.141 1.004
H 2.836 -1.075 1.124
H 1.237 0.121 2.990
H 1.355 2.693 -0.568
H 2.822 0.500 -1.104
Ti 0.231 -0.273 0.418
Cl -1.330 -0.768 1.980
C -2.030 -0.430 -1.356
C -0.958 -0.218 -2.283
C -0.529 1.136 -2.156
H -0.557 -0.957 -2.978
C -1.342 1.769 -1.164
C -2.269 0.804 -0.670
H -3.031 0.969 0.094
H -2.560 -1.366 -1.192
H 0.295 1.590 -2.705
H -1.262 2.799 -0.821
Se 0.950 -2.366 -0.766
C 0.153 -3.470 0.559
C 0.879 -3.787 1.722
C 0.292 -4.572 2.705
C -1.012 -5.050 2.532
C -1.736 -4.736 1.376
C -1.154 -3.961 0.384
H 1.891 -3.386 1.839
H 0.856 -4.815 3.612
H -1.472 -5.684 3.311
H -2.761 -5.104 1.248
H -1.702 -3.695 -0.528
*
```